#w
DFT (the ωB97M-V functional and the def2-TZVPD basis) results for a cluster of 2 separate species, CH5FP2 in total.

HOMO level (spin up / spin down), eV: -7.83 / -9.28
Kohn-Sham gap (spin up / spin down), eV: 7.1 / 9.0
LUMO level (spin up / spin down), eV: -0.8 / -0.2

CARTESIAN COORDINATES (ANGSTROEM)
P (-1.49081, -0.61537, -0.05451)
H (-1.79234, -0.50986, 1.21860)
F (-0.10468, 1.72743, -0.09871)
C (0.03308, 0.41695, -0.01668)
H (1.68261, -1.48662, 0.24604)
H (2.29760, 0.51880, 1.13343)
H (-2.43553, 0.47003, -0.14007)
H (0.03279, -0.42444, -2.16043)
P (1.77728, -0.09691, -0.12767)

---

#x
DFT (the ωB97M-V functional and the def2-TZVPD basis) results for a cluster of 2 separate species, CH5FP2 in total.

HOMO level, eV: -9.73
Kohn-Sham gap, eV: 10.0
LUMO level, eV: 0.2

CARTESIAN COORDINATES (ANGSTROEM)
C (-0.25203, 0.56551, -0.35027)
H (-1.43707, -1.47871, -0.51934)
P (-1.84913, -0.24069, 0.10208)
H (-0.29307, 0.71902, -2.09233)
H (-1.35089, -0.50288, 1.44305)
H (2.05605, 1.01904, 0.16200)
F (-0.36866, 1.93127, -0.17729)
P (1.27836, -0.20581, 0.01797)
H (1.01154, -0.23758, 1.39352)

---

Which one is most stable, and which one is least stable? #x is the most stable of them, while #w is the least stable.

---

#w
DFT (the ωB97M-V functional and the def2-TZVPD basis) results for the molecule C3H9N2OP.

SMILES: C=CP(N)(N)=CO
HOMO level, eV: -7.10
Kohn-Sham gap, eV: 8.0
LUMO level, eV: 0.9

CARTESIAN COORDINATES (ANGSTROEM)
C (-1.02222, -0.18567, 1.67680)
C (1.35207, 1.85264, -0.89979)
H (1.97438, 2.48194, -1.47999)
H (1.25538, 0.32455, -2.19775)
H (0.98926, 2.15566, 0.06251)
C (0.91168, 0.70705, -1.34700)
N (-1.36547, -0.58217, -1.02392)
H (0.24897, -0.17853, 3.15938)
H (1.17637, -2.20926, -0.42996)
N (0.68210, -1.65113, 0.23005)
P (-0.08501, -0.19271, -0.02455)
H (-2.18191, -0.57149, -0.43380)
H (-1.89301, 0.52197, 1.42886)
H (-1.49481, -0.52490, -1.99909)
O (-0.47348, 0.32961, 2.78586)
H (-0.07431, -2.27755, 0.49241)

---

#x
DFT (the ωB97M-V functional and the def2-TZVPD basis) results for a cluster of 2 separate species, C3H9N2OP in total.

SMILES: N[PH](N)=O.C#CC
HOMO level, eV: -10.12
Kohn-Sham gap, eV: 10.9
LUMO level, eV: 0.7

CARTESIAN COORDINATES (ANGSTROEM)
H (0.43928, 3.39387, 1.28046)
N (-0.55520, -2.63065, -1.16607)
C (0.11152, 2.46891, 0.94958)
H (-1.32363, -0.24970, -0.88510)
N (0.01582, -0.99807, 1.00265)
P (-1.18667, -1.42353, -0.15892)
O (-2.39617, -1.98920, 0.32645)
C (1.83423, 1.39865, -0.77493)
H (2.40039, 0.72373, -1.24550)
C (1.09838, 1.80242, 0.09319)
H (-1.38811, -3.17344, -1.11653)
H (0.05560, 1.90293, 1.81707)
H (1.00249, -1.13261, 0.71036)
H (-0.90841, 2.43575, 0.55638)
H (0.01098, -2.65456, -1.94863)
H (-0.12015, -0.02750, 1.30814)

---

Which one is most stable, and which one is least stable? #x is the most stable of them, while #w is the least stable.

---

#w
DFT (the ωB97M-V functional and the def2-TZVPD basis) results for the ion C5H10NO with charge -1.

SMILES: [O-]C[C@H]1CCCN1
Net charge: -1
HOMO level, eV: -2.02
Kohn-Sham gap, eV: 6.1
LUMO level, eV: 4.1

CARTESIAN COORDINATES (ANGSTROEM)
H (-1.60509, -1.14949, -0.82313)
C (0.65257, 0.29875, 0.60163)
H (1.74031, 0.92588, -1.08667)
H (-1.01957, -0.77044, 1.14420)
H (0.52784, -1.81169, 1.02486)
H (1.61890, 0.10606, 1.07899)
C (-0.10781, -1.04800, 0.56809)
C (-0.17990, 1.40418, 1.47410)
H (-0.62145, 2.25870, 0.92891)
H (0.63787, 1.85178, 2.14238)
O (-1.08297, 0.77637, 2.26462)
C (-0.01017, -0.11091, -1.74396)
H (0.42904, -0.34371, -2.70247)
H (-0.91284, 0.49610, -1.94672)
C (-0.52861, -1.31728, -0.88575)
H (-0.32488, -2.33064, -1.24708)
N (0.78674, 0.76433, -0.79198)

---

#x
DFT (the ωB97M-V functional and the def2-TZVPD basis) results for the ion C5H10NO with charge -1.

SMILES: C=C(N)CCC[O-]
Net charge: -1
HOMO level, eV: -2.26
Kohn-Sham gap, eV: 6.0
LUMO level, eV: 3.8

CARTESIAN COORDINATES (ANGSTROEM)
H (0.41872, -0.49643, -2.98115)
H (0.36690, 0.96136, 2.67236)
C (0.87695, -0.03687, 0.76716)
H (0.95672, -1.10933, 0.61169)
O (1.87020, -0.39510, 2.93828)
H (-0.11256, 1.69020, 0.06021)
N (0.49802, -0.04299, -2.08780)
C (-0.63654, 0.10382, -1.32916)
C (0.74248, -0.03034, 2.31387)
H (1.92933, 0.27362, 0.60700)
C (-1.84966, -0.39340, -1.57125)
H (-2.78355, 0.07772, -1.30770)
C (-0.34273, 0.63104, 0.11100)
H (-1.20064, 0.50042, 0.75795)
H (-1.95872, -1.24726, -2.25384)
H (1.40737, 0.20199, -1.74976)
H (-0.18228, -0.68845, 2.44115)

---

Which one is most stable, and which one is least stable? #w is the most stable of them, while #x is the least stable.

---

#w
DFT (the ωB97M-V functional and the def2-TZVPD basis) results for a structure of composition C32H35I2KN4O5.

Net charge: -2
HOMO level, eV: -2.58
Kohn-Sham gap, eV: 6.0
LUMO level, eV: 3.4

CARTESIAN COORDINATES (ANGSTROEM)
N (3.86848, -0.23709, -0.80840)
C (0.65941, 4.81911, -1.33517)
H (-3.72470, -3.60695, 2.90396)
C (2.72590, 1.07822, 3.96055)
H (3.95439, -0.42352, 1.96156)
C (-3.01692, 1.42550, -4.59365)
C (0.11888, 3.76806, 2.30859)
H (1.51465, 6.65412, -2.05599)
H (1.17423, 6.23331, 2.21064)
C (1.34088, -3.64635, 2.67961)
H (2.93059, -0.46732, -1.12535)
C (-3.58640, -3.40446, 1.84177)
O (0.55179, -1.71819, 1.62533)
I (-3.90348, 2.32785, 0.08451)
H (-0.58603, 0.86514, -5.22423)
C (-0.66764, -3.54881, -2.43340)
H (3.39599, 0.30875, 4.36569)
C (-0.57471, 1.04507, -4.14202)
H (1.98757, -5.44830, 3.59244)
H (1.27561, -0.24999, 3.40359)
C (-1.02959, -3.46624, 2.11328)
H (-4.32901, -2.68791, 1.49858)
C (1.51911, -2.92791, -0.98296)
C (-0.16639, -4.49368, -1.56360)
C (-4.57149, 2.01269, -2.85130)
H (1.36246, -4.86904, -0.08498)
H (2.36337, -2.62313, -0.37391)
C (1.04894, 5.85238, 1.20493)
H (-0.66296, -5.44810, -1.43373)
C (-4.30497, 1.76527, -4.18852)
N (1.36028, 0.56612, 4.00542)
C (-0.58823, -1.29309, -3.50344)
C (3.24003, 1.51430, 2.58496)
H (-0.16989, 3.10977, -0.33748)
C (1.14579, -4.90074, 3.17853)
O (0.02799, 4.39037, 3.37673)
H (-0.29456, -6.48689, 3.55935)
H (2.58442, 2.29904, 2.19842)
H (4.23907, 1.95645, 2.70164)
H (2.32144, -0.07971, 1.44809)
H (-5.56344, 2.29720, -2.52706)
C (1.22987, 6.07610, -1.18377)
H (-1.57153, -3.73155, -3.00240)
C (3.81982, 0.81600, 0.21114)
H (2.78515, 1.93274, 4.64115)
H (-1.65302, -1.17673, -3.24410)
N (1.06011, -2.01455, -1.84132)
H (0.73606, 1.27305, 3.61578)
H (-3.72741, -4.34140, 1.29764)
C (1.42265, 6.59292, 0.09200)
H (-2.16120, -5.21221, 2.65134)
H (3.19257, 1.62558, -0.17182)
O (-1.28983, 1.38016, -1.41663)
H (0.28654, 0.22530, -2.52621)
C (-3.54895, 1.89542, -1.92901)
H (-0.56606, -1.70491, -4.52241)
C (0.49957, 4.58260, 1.06249)
H (2.32188, -3.18375, 2.68691)
C (-2.21013, -2.80988, 1.54440)
N (0.13946, -0.04707, -3.49162)
C (0.30173, 4.07595, -0.21764)
K (-0.70732, 0.40143, 0.88231)
H (0.02598, 1.94346, -3.97296)
C (-1.99024, 1.31957, -3.67937)
C (0.28152, -2.85263, 2.09802)
H (4.23907, -1.08580, -0.39562)
H (4.82536, 1.23931, 0.31972)
C (3.30416, 0.37683, 1.57705)
H (-2.80672, 1.25212, -5.64418)
O (-0.02771, 2.52981, 2.11409)
O (-2.18756, -1.82687, 0.81526)
C (-2.21397, 1.51913, -2.27178)
C (0.96344, -4.18221, -0.81899)
C (-1.17750, -4.75860, 2.65283)
H (1.86208, 7.57694, 0.21659)
C (-0.13332, -5.49165, 3.16498)
C (-0.01597, -2.31997, -2.55802)
H (0.48529, 4.41495, -2.32566)
I (-5.84102, 1.92416, -5.60776)

---

#x
DFT (the ωB97M-V functional and the def2-TZVPD basis) results for a structure of composition C32H35I2KN4O5.

Net charge: -2
HOMO level, eV: -1.90
Kohn-Sham gap, eV: 5.6
LUMO level, eV: 3.7

CARTESIAN COORDINATES (ANGSTROEM)
H (-2.67193, 4.66791, -0.65674)
C (-1.16573, 3.23186, -0.11227)
H (-2.16334, -0.77075, -6.36689)
N (-3.13956, -2.71670, 0.47245)
H (-2.07121, -0.89322, 2.18891)
C (2.27040, -7.31877, -0.59136)
H (-4.73263, 0.73272, -3.31214)
H (-4.41360, 0.04054, -5.64095)
H (-2.29766, -3.27439, 0.36045)
C (-4.28929, 1.40874, -0.95527)
C (-3.24266, 3.49819, 1.05476)
C (-2.85491, 2.45569, 1.88420)
C (4.06761, -0.11008, -2.60825)
C (-1.38047, -0.02640, -3.10629)
C (2.07371, -4.99556, 0.02428)
H (-3.49968, 2.09040, 2.67305)
O (-0.37208, 0.02160, -2.35422)
C (-2.70642, 0.37128, -2.69516)
I (4.21045, -2.19699, -2.66889)
H (-4.24190, 1.69875, 0.09177)
N (0.74607, 2.71080, -1.71692)
H (3.52538, 3.67454, -2.64995)
H (-4.20540, 3.98054, 1.18261)
K (0.56621, -1.27710, -0.73668)
H (4.23870, -8.17151, -0.45319)
H (-1.43947, -3.62311, 3.41796)
N (-0.78657, 2.24797, 0.69431)
C (4.76777, 0.64717, -3.52470)
N (0.45973, -0.84506, 3.07135)
H (0.33158, 1.81954, -1.98634)
H (1.28520, -0.49444, 3.54687)
C (4.21473, -6.09970, 0.12113)
C (1.92886, 2.49809, -0.87587)
C (-2.39177, 3.88501, 0.03875)
H (5.42269, 0.17213, -4.24236)
H (-2.77784, -1.51076, 3.67819)
C (3.63205, -7.28324, -0.31717)
C (3.01058, 1.84762, -1.69640)
H (-5.14921, 0.75178, -1.10515)
H (-4.42808, 2.29009, -1.58298)
H (2.26171, 3.48234, -0.52346)
H (0.74646, -2.78219, 3.93813)
C (-3.75018, 0.40742, -3.63569)
O (0.20319, -3.62625, -0.49430)
C (-1.13778, -2.69081, 2.92331)
C (4.60414, 2.02505, -3.50356)
C (-1.26048, -0.46777, -4.47327)
C (1.49946, -6.17395, -0.43537)
C (1.23128, -3.74256, 0.21818)
C (-0.03936, -2.03907, 3.74807)
H (0.26065, 4.57220, -0.95996)
H (-1.29482, 1.01658, 2.24851)
C (-2.99518, 0.67223, -1.28833)
I (5.67665, 3.22293, -4.85387)
H (-0.27789, -0.80178, -4.78385)
H (0.44561, -6.16683, -0.68275)
H (1.72011, 1.88408, 0.00229)
C (-2.31265, -0.43905, -5.34349)
H (-0.44969, -1.73502, 4.72064)
C (-2.36287, -1.81229, 2.70604)
H (1.81252, -8.23730, -0.94042)
C (-3.44557, -2.51461, 1.88560)
C (-0.24227, 3.63888, -1.25102)
C (3.19462, 0.42477, -1.60110)
H (-3.65168, -3.49754, 2.32806)
H (-4.37991, -1.94821, 1.95486)
O (-2.28073, 0.33535, -0.35415)
H (-2.91396, -1.81947, 0.05284)
H (-0.88982, 3.90065, -2.09621)
H (3.86392, -4.03617, 0.65390)
O (1.64799, -2.92678, 1.06671)
H (5.27972, -6.06029, 0.31785)
C (3.43547, -4.96573, 0.30298)
C (3.71262, 2.60672, -2.61114)
C (-1.62355, 1.86327, 1.65802)
O (2.63069, -0.30486, -0.73898)
C (-3.58578, 0.01614, -4.94388)
H (-0.71077, -2.97383, 1.95823)
H (0.78951, -1.12583, 2.14979)

---

Which one is most stable, and which one is least stable? #w is the most stable of them, while #x is the least stable.